Record 1
H24O12 | ωB97M-V/def2-TZVPD

The geometry in XYZ format:
```
36
Properties=species:S:1:pos:R:3:forces:R:3
H -1.06291 0.22834 -0.83795 -0.6 0.0 -0.3
H 0.17830 -0.15475 -0.04756 -0.3 0.8 -0.5
H 2.08220 -3.20756 0.07199 0.5 -0.4 -0.5
H 3.57754 -3.32312 -0.42037 1.3 -1.7 -1.9
H 4.52701 -1.12671 -1.49382 -1.6 0.3 -0.2
H 3.08790 -1.44422 -1.06859 -0.9 -1.2 1.4
H -6.11865 -1.31462 -2.59986 -0.8 0.0 0.3
H -5.34038 -0.91742 -1.31643 -0.8 0.8 3.7
H -3.11994 2.57545 -2.20606 0.3 -0.1 -0.3
H -3.66173 2.92629 -0.84189 1.1 -1.0 -0.4
H 0.51483 3.50587 3.91626 -0.2 -0.2 -0.5
H 0.30690 2.02397 3.55633 -0.3 2.1 -1.1
H 3.86298 2.25060 -0.66957 -0.4 -0.7 -0.4
H 3.79080 3.10778 0.59199 -0.2 0.0 0.0
H 3.52423 -0.14812 0.84613 -0.5 0.2 -0.7
H 2.77701 -1.36061 1.17597 -0.2 -0.6 0.4
H -0.16043 -0.97599 2.24561 -0.5 0.2 -0.6
H -1.15486 -1.76750 2.91116 -0.9 -1.6 2.1
H -0.22676 -3.09048 -1.61324 -0.3 1.6 -2.5
H -0.85778 -3.88077 -0.57291 0.1 -0.2 0.4
H -3.01252 -0.33575 2.29052 2.2 0.2 -1.3
H -4.42975 -0.33137 2.48884 -0.5 0.0 0.4
H 0.41638 3.19385 -2.28363 -0.6 -0.8 0.9
H 0.06029 2.98662 -3.59208 0.2 0.6 -3.3
O -0.26184 0.60586 -0.49119 1.1 -0.8 0.9
O 3.00929 -2.93011 0.17809 -2.0 -0.7 2.1
O 3.57141 -0.87856 -1.61132 3.6 1.2 -3.8
O -5.28925 -1.11877 -2.19028 1.6 -0.8 -4.0
O -2.99967 2.33076 -1.28670 -1.4 1.0 0.9
O 0.21760 2.95987 3.16380 0.6 -1.9 1.6
O 4.25814 2.99718 -0.23896 0.5 0.6 0.3
O 2.83649 -0.73128 0.46768 -0.3 2.9 3.3
O -1.08482 -1.26960 2.13883 1.5 1.3 -1.5
O 0.00059 -3.54770 -0.85265 0.4 -1.4 2.2
O -3.61719 -0.46919 2.98105 -1.6 -0.2 0.9
O -0.20141 2.63177 -2.78917 0.3 0.2 2.3
```
Forces are in eV/Å.

Values from the calculation:
Largest force on an atom: 5.42 eV Å⁻¹
LUMO energy: 0.101 eV
Multiplicity: 1
Calculated total energy: -917.147407 a.u.
Energy relative to the best compared isomer or geometry (same formula, charge and spin): 467.21 kJ/mol
Highest occupied orbital energy: -9.7 eV
SMILES: O.O.O.O.O.O.O.O.O.O.O.O
Gap between HOMO and LUMO: 0.3599 hartree

---

Record 2
C39H55CaClF5N3O5SSiTe | ωB97M-V/def2-TZVPD

The geometry in XYZ format:
```
112
Properties=species:S:1:pos:R:3:forces:R:3
Ca 1.71817 -0.90632 -0.94521 -1.1 1.9 -1.0
C 0.12613 -3.40841 2.95840 0.0 0.0 0.0
C -0.28592 -2.01527 2.49425 0.2 0.0 -0.2
C 0.07070 -0.94698 3.48458 -0.2 -0.1 0.2
C -0.69755 -0.73930 4.62081 0.0 0.1 0.0
C -0.34812 0.22891 5.55317 0.0 -0.1 0.0
C 0.78670 0.99058 5.34155 0.0 0.0 0.0
C 1.58744 0.80680 4.21664 -0.1 0.2 0.2
C 2.78137 1.70414 4.01843 0.0 0.2 -0.2
C 3.96433 1.34237 4.91170 0.0 0.0 0.0
C 1.21968 -0.17577 3.29784 0.1 -0.2 -0.3
N 1.95183 -0.37277 2.10912 0.1 0.2 0.2
C 3.13006 -0.82999 2.21877 0.2 0.0 -0.3
C 4.01436 -0.92014 1.04774 0.1 0.3 -0.1
C 5.45612 -0.90904 1.19872 -0.2 0.0 0.1
C 5.95822 -0.11626 0.22031 0.0 0.1 -0.1
C 4.82453 0.37960 -0.50715 0.1 0.0 0.0
N 3.69456 -0.04616 -0.03024 0.3 0.1 0.7
H -0.15583 -4.15411 2.21816 0.0 -0.1 -0.1
H -0.34261 -3.66563 3.91169 0.0 0.0 0.0
H 1.20657 -3.47081 3.07530 0.1 0.0 0.0
H -1.35282 -1.96657 2.29456 -0.2 -0.1 0.0
H 0.22520 -1.81272 1.55045 -0.1 0.0 0.1
H -1.58260 -1.34664 4.76707 -0.1 0.0 0.0
H -0.95964 0.38949 6.43097 0.0 0.0 0.1
H 1.05536 1.76810 6.04758 0.0 0.0 0.1
H 2.46946 2.73269 4.23187 0.0 0.0 0.0
H 3.09223 1.68971 2.96953 0.0 0.0 0.1
H 3.67582 1.34588 5.96469 0.0 0.0 0.0
H 4.78316 2.04940 4.78059 0.1 0.1 0.0
H 4.34076 0.34584 4.68156 0.0 0.0 0.0
H 3.54855 -1.16019 3.17597 -0.1 0.1 -0.1
H 5.98320 -1.46055 1.95794 0.1 -0.1 0.0
H 6.99192 0.08250 -0.00824 0.1 0.0 0.0
H 4.84532 1.00383 -1.38989 0.0 0.1 0.0
Cl -0.77889 -2.02139 -8.22117 0.0 0.0 0.0
C 0.15229 -1.53701 -6.80277 -0.1 0.0 -0.1
C 0.02986 -0.25326 -6.29784 -0.1 0.0 -0.1
C 0.76006 0.12098 -5.18934 0.0 0.0 0.0
C 1.64718 -0.76048 -4.52188 0.0 0.0 0.0
C 2.36755 -0.38316 -3.35097 -0.1 0.1 -0.2
C 1.73704 -2.06027 -5.08411 0.0 0.0 0.1
C 1.01023 -2.43911 -6.19191 0.0 -0.1 -0.1
H -0.63728 0.45322 -6.77618 0.0 0.0 0.0
H 0.65005 1.12670 -4.80930 0.0 0.1 0.1
H 2.46611 0.69510 -3.22572 0.0 0.1 0.1
H 3.31086 -0.90780 -3.21994 0.1 -0.1 0.1
H 2.38699 -2.78214 -4.60580 0.1 -0.1 0.0
H 1.10575 -3.44320 -6.58645 0.0 0.0 0.0
S 2.41929 3.34799 -0.73239 0.0 0.0 0.2
C 1.34434 3.36144 0.56122 0.1 0.0 0.0
N 0.41168 2.38091 0.71946 0.1 0.3 0.2
C -0.50757 2.33467 1.70080 0.1 0.1 0.2
C -0.57044 3.31258 2.64680 0.1 0.0 -0.1
C 0.37837 4.35370 2.56075 -0.2 -0.1 0.2
C 1.30301 4.37612 1.56513 0.1 0.0 -0.2
H 0.35133 1.60566 0.04970 0.0 -0.3 -0.4
H -1.16643 1.47783 1.66485 0.1 0.0 0.0
H -1.30644 3.25776 3.43298 0.0 0.0 0.1
H 0.37826 5.14329 3.30181 0.0 0.0 0.0
H 2.03717 5.16253 1.48715 0.0 0.1 0.0
F 4.28293 -2.17659 -1.28605 -0.2 0.0 0.0
Te 3.56721 -3.24196 0.16867 -0.6 -1.8 -0.1
F 5.35095 -3.84754 0.20900 0.0 0.1 0.0
F 3.26380 -4.24101 -1.46407 0.2 0.1 0.2
F 3.79789 -3.23167 2.11713 0.0 0.0 0.0
F 3.13642 -5.02331 0.73571 0.0 0.2 0.2
O 1.79928 -2.71654 0.12728 1.1 -1.0 0.5
C -4.39841 -0.90012 1.83506 0.0 0.1 0.0
C -3.84468 0.41485 1.29393 -0.2 0.2 0.0
C -4.76824 0.95240 0.20652 -0.2 0.1 0.1
C -3.71471 1.43468 2.42319 -0.2 0.0 0.0
O -2.53422 0.19246 0.81334 0.3 -0.4 0.0
Si -1.90413 0.32354 -0.71476 0.3 0.0 -0.3
O -0.32671 0.15639 -0.71265 -0.1 -0.3 0.2
O -2.75950 -0.70396 -1.68676 0.1 0.0 0.1
C -2.51508 -2.07735 -2.00475 -0.2 0.1 0.2
C -1.92424 -2.83690 -0.82562 0.1 -0.1 0.0
C -3.87995 -2.65777 -2.36515 0.1 0.0 0.0
C -1.57719 -2.13480 -3.18466 0.2 -0.1 -0.3
O -2.38007 1.85047 -1.14322 0.1 -0.1 0.0
C -2.09555 2.58058 -2.33181 -0.1 0.0 -0.1
C -2.80472 3.91814 -2.14959 0.0 0.0 -0.1
C -0.60120 2.79916 -2.48463 0.0 0.1 -0.1
C -2.65040 1.83768 -3.54170 0.0 0.1 0.0
H -5.39143 -0.75048 2.26228 0.0 0.0 0.0
H -3.74654 -1.29963 2.60710 0.1 0.0 0.1
H -4.47595 -1.63291 1.03825 0.0 -0.1 -0.2
H -5.76290 1.10653 0.62706 -0.1 0.0 0.0
H -4.83811 0.25206 -0.62215 0.0 -0.1 -0.1
H -4.39527 1.89563 -0.18686 -0.1 0.0 0.1
H -4.68272 1.63345 2.88740 0.0 0.0 0.0
H -3.31593 2.36867 2.03300 0.0 0.1 -0.1
H -3.03243 1.06029 3.18608 0.1 -0.1 0.1
H -2.54842 -2.72949 0.05532 -0.2 0.0 0.2
H -0.92751 -2.48498 -0.56880 0.1 0.1 0.0
H -1.84139 -3.89737 -1.06651 0.0 0.0 0.0
H -4.55410 -2.60583 -1.50932 0.0 0.0 0.1
H -3.78238 -3.69882 -2.67091 0.0 -0.1 0.0
H -4.32063 -2.09136 -3.18424 0.0 0.1 -0.1
H -0.64138 -1.63135 -2.95376 0.1 0.1 0.0
H -2.00992 -1.63843 -4.05056 -0.1 0.1 -0.1
H -1.34735 -3.16448 -3.45509 0.0 -0.1 0.0
H -2.45812 4.39348 -1.23290 0.0 0.0 0.1
H -3.88259 3.77000 -2.07866 -0.1 0.0 0.0
H -2.59778 4.58277 -2.98695 0.0 0.1 -0.1
H -0.20869 3.41652 -1.68020 0.0 0.1 0.0
H -0.38707 3.29835 -3.43075 0.0 0.1 -0.1
H -0.05850 1.85789 -2.46210 0.0 -0.1 -0.1
H -3.71156 1.62895 -3.40586 -0.1 0.0 0.0
H -2.13910 0.88945 -3.68842 0.1 -0.1 0.0
H -2.51869 2.44142 -4.44092 0.0 0.0 -0.1
```
Forces are in eV/Å.

Values from the calculation:
Largest force on an atom: 2.44 eV Å⁻¹
LUMO energy: 3.961 eV
Multiplicity: 1
Total charge: -2
Calculated total energy: -4652.834883 a.u.
Energy relative to the best compared isomer or geometry (same formula, charge and spin): 91.83 kJ/mol
Highest occupied orbital energy: -1.4 eV
Gap between HOMO and LUMO: 0.1963 hartree

---

Record 3
C15H13N2O6 | ωB97M-V/def2-TZVPD

The geometry in XYZ format:
```
36
Properties=species:S:1:pos:R:3:forces:R:3
C 3.26376 -2.20519 -2.17909 0.8 -0.1 0.6
C 2.27181 -2.33500 -1.04627 -0.1 -0.6 0.6
O 2.03258 -3.44272 -0.62244 -0.5 -0.2 -0.2
N 1.66220 -1.21630 -0.44832 0.5 0.8 -2.2
C 2.33917 0.09247 -0.61702 0.2 0.6 1.4
C 2.54554 0.79804 -1.94093 0.1 -0.5 -0.4
O 2.66779 0.60702 0.40319 1.7 -0.3 -0.6
C 0.26101 -1.12730 -0.52427 -1.0 -0.7 0.5
C -0.42137 -0.04393 -1.08778 0.4 0.7 0.1
C -1.81325 0.02565 -1.07004 0.3 -0.2 0.0
C -2.50960 -0.99776 -0.48788 -0.5 0.3 -0.1
N -1.85609 -2.03266 0.04239 0.1 0.0 -0.1
C -0.50851 -2.10995 0.04447 0.7 -0.4 0.1
H 2.79376 -2.31415 -3.15338 -0.2 0.3 0.0
H 3.88236 -1.31458 -2.11532 -0.2 0.2 -0.2
H 3.94716 -3.04338 -2.06129 -0.1 -0.1 -0.1
H 2.05056 1.76608 -1.94132 -0.2 0.0 0.2
H 3.61239 0.99096 -2.04975 0.0 0.0 0.1
H 2.23394 0.21576 -2.80792 -0.2 0.1 0.0
H 0.11451 0.78247 -1.51629 0.0 -0.1 -0.3
H -2.32117 0.86928 -1.50208 -0.1 0.0 0.0
H -3.58548 -0.98503 -0.42135 -0.1 -0.2 0.1
H -2.36725 -2.78836 0.46698 -0.1 0.1 0.1
H -0.03996 -2.95165 0.52551 -0.2 -0.1 0.1
C -1.51536 2.22019 0.82259 0.1 0.0 -0.5
C -0.53348 1.42727 1.37061 0.0 0.2 0.5
C -0.72921 1.03501 2.84838 -0.5 0.0 0.6
O 0.05928 0.25435 3.40069 0.3 -0.1 -0.5
C -1.83574 1.59371 3.54504 0.1 -0.2 0.1
C -2.84054 2.41586 3.01247 0.0 0.1 -0.2
C -2.69331 2.71710 1.49859 0.2 -0.1 -0.3
O -3.53203 3.35626 0.87013 -0.2 0.0 0.2
O -3.80895 2.90355 3.61389 0.0 -0.1 0.0
O 0.49080 0.98595 0.75224 -1.7 0.5 0.2
H -1.44046 2.52226 -0.22093 0.1 0.1 0.1
H -1.87690 1.32871 4.59649 -0.1 0.1 0.0
```
Forces are in eV/Å.

Values from the calculation:
Largest force on an atom: 2.43 eV Å⁻¹
LUMO energy: 2.085 eV
Multiplicity: 1
Total charge: -1
Calculated total energy: -1140.294733 a.u.
Energy relative to the best compared isomer or geometry (same formula, charge and spin): 0.00 kJ/mol
Highest occupied orbital energy: -3.0 eV
Gap between HOMO and LUMO: 0.1862 hartree

---

Record 4
C6H11N | ωB97M-V/def2-TZVPD

The geometry in XYZ format:
```
18
Properties=species:S:1:pos:R:3:forces:R:3
C -0.02237 1.92767 -1.84193 0.0 0.1 0.0
C -0.07256 0.49951 -1.30843 0.0 -0.1 0.0
C -0.10014 0.41680 0.22059 0.0 0.0 0.0
C 0.32734 -0.96432 0.74839 0.0 0.0 0.0
C 0.17807 -1.10433 2.26758 0.0 0.0 0.1
C -0.42187 -2.03122 0.06157 -0.5 -0.7 -0.5
N -1.01605 -2.85785 -0.48863 0.5 0.8 0.6
H -0.00029 1.93166 -2.93675 0.0 0.0 0.2
H -0.89318 2.51145 -1.52281 0.1 -0.1 0.0
H 0.87688 2.44595 -1.48877 -0.1 -0.1 0.0
H -0.95007 -0.02108 -1.71066 0.1 0.1 0.0
H 0.80143 -0.05273 -1.68027 -0.1 0.1 0.1
H 0.58578 1.15703 0.65451 -0.1 -0.1 -0.1
H -1.10255 0.65834 0.59879 0.1 0.0 -0.1
H 1.38265 -1.11041 0.48057 -0.1 0.0 0.0
H 0.73812 -0.30944 2.77053 -0.1 -0.1 -0.1
H -0.87306 -1.02804 2.56312 0.1 0.0 -0.1
H 0.56185 -2.06898 2.61260 -0.1 0.1 0.0
```
Forces are in eV/Å.

Values from the calculation:
Largest force on an atom: 1.10 eV Å⁻¹
LUMO energy: 0.919 eV
Multiplicity: 1
Calculated total energy: -289.968971 a.u.
Energy relative to the best compared isomer or geometry (same formula, charge and spin): 7.12 kJ/mol
Highest occupied orbital energy: -11.4 eV
SMILES: CCC[C@@H](C)C#N
Gap between HOMO and LUMO: 0.4509 hartree